1.
This record from OMol25 describes C7H20ClORhScSi as an isolated structure at a distorted geometry. The level of theory is the ωB97M-V functional and the def2-TZVPD basis.

XYZ file:
```
32
Properties=species:S:1:pos:R:3:forces:R:3:nbo_charge:R:1
Rh -0.669 -2.687 -1.062 0.77 -0.17 0.02 0.88
Cl -3.024 -2.552 -1.644 -0.04 0.64 0.22 -0.64
C -0.944 -4.109 0.409 -0.43 -1.95 1.52 -0.97
C -0.194 -3.555 -2.879 0.47 -1.33 -2.17 -0.98
H -0.570 -5.116 0.106 -0.21 0.65 0.18 0.19
H -0.447 -3.807 1.355 -0.33 -0.13 -0.51 0.19
H -2.048 -4.157 0.542 0.67 0.01 0.02 0.21
H 0.203 -4.603 -2.784 -0.31 0.88 0.01 0.19
H 0.547 -2.947 -3.456 -0.49 -0.33 0.47 0.19
H -1.159 -3.590 -3.448 0.82 0.05 0.46 0.22
Sc 0.159 -0.305 -0.418 0.44 0.58 0.95 1.80
C 0.675 0.803 -2.177 0.23 0.19 -0.63 -1.33
C 1.319 -2.176 -0.284 -1.54 0.35 -0.46 -1.25
H 1.593 0.317 -2.551 -0.09 0.17 0.00 0.22
H -0.050 0.801 -2.999 0.03 0.06 0.02 0.22
H 0.911 1.838 -1.915 0.09 0.13 -0.15 0.20
H 2.024 -2.244 -1.129 -0.04 -0.23 0.36 0.21
H 1.544 -2.737 0.637 0.10 0.20 -0.53 0.21
C 1.748 3.154 1.433 0.22 0.18 0.10 -1.14
Si 0.037 2.433 1.531 -0.41 -0.73 0.26 1.90
C -0.614 2.495 3.294 -0.14 0.24 0.61 -1.14
C -1.113 3.446 0.440 -0.06 0.10 -0.01 -1.14
O 0.075 0.857 1.123 -0.17 0.38 -0.12 -1.31
H 1.766 4.153 1.870 0.06 0.14 0.02 0.22
H 2.090 3.232 0.402 -0.02 0.00 -0.12 0.24
H 2.473 2.540 1.969 -0.04 -0.05 0.06 0.24
H -0.588 3.540 3.681 -0.08 -0.61 -0.08 0.22
H -1.665 2.127 3.349 0.70 0.27 -0.08 0.23
H -0.001 1.854 3.970 -0.37 0.45 -0.47 0.23
H -0.758 3.490 -0.593 0.02 -0.03 0.04 0.24
H -2.126 3.028 0.422 0.11 0.00 0.05 0.23
H -1.190 4.477 0.808 0.02 -0.10 -0.03 0.22
```
Positions in Å, forces in eV/Å.

Results
F_max, eV Å⁻¹: 2.59
Energy, Eh: -1974.86020
Charge: -1
HOMO energy (alpha / beta), eV: -2.74 / -4.37
2S+1: 5
Gap between HOMO and LUMO (alpha / beta), eV: 5.64 / 6.29
Expectation value of S²: 6.013



2.
This record from OMol25 describes C36H38BrN2OPtSSi as an isolated structure. The level of theory is the ωB97M-V functional and the def2-TZVPD basis.

XYZ file:
```
81
Properties=species:S:1:pos:R:3:forces:R:3:mulliken_charge:R:1
Pt -0.141 0.550 0.570 0.43 0.06 -0.58 1.42
C -1.182 -1.180 0.630 0.06 -0.27 0.08 -0.93
Si -1.553 -1.791 -1.103 0.02 0.34 -0.06 -0.74
C -1.481 -0.113 -2.042 0.06 -0.33 0.19 -0.98
N -0.360 0.712 -1.474 -0.30 -0.02 -0.21 0.25
C 0.920 0.286 -2.127 0.04 -0.05 0.34 0.29
C 0.943 0.505 -3.644 0.11 -0.05 0.01 -0.90
C 0.164 1.755 -4.063 -0.03 -0.03 -0.06 -0.67
C 0.184 2.750 -2.917 -0.02 0.13 0.07 -0.81
C -0.553 2.191 -1.703 -0.08 -0.05 0.14 -0.62
C -0.247 -2.963 -1.769 -0.22 0.18 -0.05 0.28
C -0.241 -3.264 -3.135 -0.04 0.02 -0.03 0.02
C 0.711 -4.107 -3.683 0.00 0.00 -0.01 -0.91
C 1.681 -4.671 -2.867 0.04 -0.03 -0.02 -0.46
C 1.690 -4.390 -1.510 0.06 -0.05 0.00 -0.68
C 0.734 -3.544 -0.970 0.03 0.05 0.13 -0.04
C -3.265 -2.524 -1.295 0.19 0.12 0.04 0.75
C -3.463 -3.863 -1.629 0.08 -0.07 -0.04 -0.27
C -4.739 -4.396 -1.722 0.00 -0.02 -0.01 -0.73
C -5.843 -3.595 -1.482 -0.06 -0.02 0.00 -0.45
C -5.670 -2.261 -1.145 -0.02 0.01 0.00 -0.78
C -4.393 -1.737 -1.052 -0.02 0.08 0.02 -0.38
H -0.644 -1.901 1.253 -0.04 -0.01 -0.01 0.52
H -2.112 -0.940 1.160 0.01 0.06 0.00 0.61
H -2.413 0.436 -1.905 -0.06 -0.06 0.15 0.58
H -1.344 -0.223 -3.116 -0.06 -0.03 -0.08 0.46
H 1.073 -0.761 -1.873 0.07 0.03 -0.06 0.06
H 1.710 0.856 -1.635 0.04 0.02 -0.04 -0.15
H 0.589 -0.383 -4.170 -0.04 -0.01 0.00 0.21
H 1.994 0.618 -3.920 0.00 -0.01 -0.02 0.51
H -0.871 1.506 -4.304 -0.02 0.00 -0.01 0.27
H 0.587 2.190 -4.968 0.04 0.00 0.03 0.50
H -0.287 3.695 -3.193 0.00 -0.01 0.01 0.49
H 1.218 2.985 -2.651 0.03 -0.01 -0.01 0.23
H -1.627 2.353 -1.789 0.02 0.04 0.01 0.36
H -0.227 2.705 -0.787 0.01 0.03 -0.10 0.30
H -0.999 -2.843 -3.786 -0.06 0.03 -0.02 0.53
H 0.695 -4.329 -4.741 0.00 -0.01 -0.04 0.42
H 2.424 -5.333 -3.289 0.04 -0.03 -0.01 0.40
H 2.441 -4.835 -0.872 0.02 -0.02 0.02 0.44
H 0.762 -3.334 0.092 -0.02 0.02 0.06 0.25
H -2.611 -4.502 -1.822 0.06 -0.03 -0.01 0.33
H -4.872 -5.436 -1.983 0.00 -0.06 -0.01 0.41
H -6.839 -4.009 -1.557 -0.04 -0.02 0.00 0.38
H -6.530 -1.634 -0.954 -0.03 0.03 0.01 0.44
H -4.284 -0.693 -0.780 0.04 0.07 0.02 0.23
Br -5.739 3.441 0.643 0.05 0.00 0.03 -0.18
C -4.112 3.298 1.587 0.12 -0.03 0.07 -0.45
C -3.885 4.026 2.745 -0.01 -0.06 -0.09 -0.11
C -2.667 3.863 3.386 -0.02 -0.06 -0.06 -0.83
C -1.737 2.989 2.846 0.07 -0.03 0.07 -0.13
N -1.955 2.295 1.732 0.00 0.24 0.01 0.01
C -3.120 2.447 1.119 -0.22 0.01 -0.10 0.19
H -4.639 4.694 3.133 -0.03 0.02 0.01 0.46
H -2.446 4.400 4.295 0.01 0.04 0.05 0.42
H -0.779 2.817 3.322 -0.01 0.04 0.04 0.34
H -3.284 1.861 0.220 0.00 0.01 -0.01 0.13
O 0.606 0.642 2.531 -0.62 -0.05 0.24 -0.72
S 1.909 -0.160 2.482 0.34 -0.04 -0.12 0.06
C 2.729 0.240 4.002 -0.04 -0.02 0.02 0.65
C 2.650 1.508 4.565 -0.01 -0.03 -0.07 -0.21
C 3.323 1.751 5.747 -0.04 0.05 -0.05 -0.74
C 4.067 0.741 6.345 0.04 0.00 0.08 -0.46
C 4.134 -0.519 5.776 -0.01 -0.05 -0.03 -0.68
C 3.450 -0.781 4.598 0.03 0.05 0.04 -0.38
C 2.915 0.764 1.322 0.07 -0.09 -0.02 0.87
C 2.601 2.084 1.026 -0.07 -0.08 0.07 -0.03
C 3.367 2.760 0.090 -0.06 0.06 0.00 -0.80
C 4.426 2.121 -0.537 0.05 -0.01 -0.03 -0.68
C 4.726 0.801 -0.234 -0.01 -0.07 0.03 -0.60
C 3.966 0.110 0.700 -0.06 0.05 -0.02 -0.71
H 2.063 2.278 4.085 -0.01 0.04 0.00 0.22
H 3.273 2.728 6.205 -0.01 0.04 0.02 0.42
H 4.590 0.940 7.269 0.03 0.01 0.03 0.41
H 4.704 -1.302 6.252 0.04 -0.05 0.04 0.41
H 3.474 -1.766 4.153 0.00 -0.07 -0.03 0.45
H 1.773 2.570 1.528 -0.02 0.05 0.03 0.43
H 3.139 3.791 -0.145 -0.01 0.04 -0.01 0.49
H 5.022 2.654 -1.264 0.03 0.02 -0.04 0.43
H 5.546 0.302 -0.729 0.04 -0.01 -0.02 0.42
H 4.179 -0.926 0.927 0.02 -0.04 0.01 0.44
```
Positions in Å, forces in eV/Å.

Results
F_max, eV Å⁻¹: 0.72
Energy relative to the best compared isomer or geometry (same formula, charge and spin), kJ/mol: 123.3
Energy, Eh: -4960.15591
Charge: +1
HOMO energy, eV: -10.60
Gap between HOMO and LUMO, eV: 8.10



3.
This record from OMol25 describes one molecule with the formula C8H14ClOP at a distorted geometry. The level of theory is the ωB97M-V functional and the def2-TZVPD basis.

XYZ file:
```
25
Properties=species:S:1:pos:R:3:forces:R:3:nbo_charge:R:1
C -0.413 0.778 2.570 2.67 1.66 -1.81 -0.39
C -1.430 -0.013 1.835 -0.58 2.86 -0.68 -0.40
C 0.379 1.641 1.510 -1.29 0.72 1.29 -0.40
C -0.835 -0.802 0.691 -1.38 -1.01 -1.98 -0.42
C 0.995 0.896 0.365 0.92 -1.31 -0.31 -0.43
C -0.041 0.043 -0.315 -1.08 -0.91 -2.37 -0.20
C -0.406 -1.037 -2.821 0.84 -3.12 0.45 -0.67
C 0.499 -0.756 -1.681 0.94 0.80 1.94 -0.30
O 2.503 -0.608 -3.618 -0.09 -0.26 -1.70 -1.04
P 2.328 -0.368 -2.200 -0.33 0.66 1.83 1.31
Cl 1.285 -2.333 -1.205 0.04 -0.70 0.58 -0.04
H -0.706 1.450 3.360 -0.85 0.21 0.11 0.21
H 0.318 0.160 3.050 0.49 -0.92 0.27 0.19
H -1.697 -0.642 2.585 -2.01 -2.38 1.68 0.22
H -2.300 0.733 1.581 1.40 -1.73 0.00 0.20
H -0.375 2.438 1.219 1.16 -0.67 -0.16 0.20
H 1.224 2.067 2.007 0.28 1.00 0.55 0.21
H -0.244 -1.693 1.028 -0.49 0.83 -0.10 0.22
H -1.742 -1.161 0.104 1.15 -0.22 0.69 0.21
H 1.271 1.531 -0.447 0.79 1.17 -0.15 0.21
H 1.976 0.369 0.700 -1.81 0.45 -0.51 0.22
H -0.803 0.750 -0.815 1.01 -0.71 0.83 0.21
H -1.117 -1.841 -2.624 -0.58 0.57 0.33 0.22
H 0.092 -1.433 -3.703 0.87 -0.08 0.14 0.25
H -0.762 -0.167 -3.175 -2.10 3.11 -0.93 0.22
```
Positions in Å, forces in eV/Å.

Results
F_max, eV Å⁻¹: 3.87
Energy relative to the best compared isomer or geometry (same formula, charge and spin), kJ/mol: 0.0
Energy, Eh: -1189.96125
HOMO energy, eV: -8.97
Gap between HOMO and LUMO, eV: 9.23



4.
This record from OMol25 describes a 3-piece molecular cluster, C2H11N2O2 overall. The level of theory is the ωB97M-V functional and the def2-TZVPD basis.

XYZ file:
```
17
Properties=species:S:1:pos:R:3:forces:R:3:nbo_charge:R:1
C -3.482 0.032 0.105 0.49 -0.66 -0.13 -0.42
N -2.001 0.023 0.031 -0.56 -0.54 -0.38 -0.52
C -1.412 -0.665 -0.917 0.37 0.46 0.47 0.39
N -0.122 -0.639 -1.157 -0.92 -0.39 -0.02 -0.72
H -3.819 0.896 0.660 -0.03 0.00 0.12 0.24
H -3.817 -0.911 0.532 -0.18 0.22 0.36 0.22
H -3.871 0.066 -0.909 -0.02 0.27 -0.02 0.22
H -1.451 0.478 0.741 0.06 0.29 0.02 0.43
H -2.050 -1.310 -1.507 -0.04 0.33 -0.45 0.22
H 0.545 -0.321 -0.445 0.46 0.12 -0.21 0.46
H 0.171 -1.085 -2.010 0.43 -0.20 0.22 0.43
H 5.364 0.620 0.492 -0.11 -0.24 0.03 0.49
H 4.690 1.909 0.875 -0.10 -0.05 0.16 0.48
O 4.554 0.953 0.896 0.08 0.40 -0.20 -0.96
H 2.156 -0.431 1.506 -0.34 -0.32 -0.09 0.50
H 2.633 0.512 0.486 0.08 -0.08 -0.37 0.52
O 1.912 -0.127 0.621 0.33 0.38 0.49 -0.99
```
Positions in Å, forces in eV/Å.

Results
F_max, eV Å⁻¹: 1.00
Energy relative to the best compared isomer or geometry (same formula, charge and spin), kJ/mol: 28.2
Energy, Eh: -342.57771
Charge: +1
HOMO energy, eV: -14.72
Gap between HOMO and LUMO, eV: 11.60



> Which of these has the lowest F_max?

C36H38BrN2OPtSSi